(1)
Formula: C32H50CuN3OP2S
Source: OMol25
Level of theory: ωB97M-V/def2-TZVPD

Each line ends with the Löwdin charge.
Cartesian coordinates (Å):
Cu -0.12 -0.22 -0.33  0.01
C -0.35 -4.39 0.64  -0.12
C -1.58 -3.91 -0.14  -0.54
C -1.50 -4.40 -1.58  -0.12
P -1.64 -2.03 -0.04  1.09
C -3.38 -1.66 -0.63  -0.53
C -3.86 -0.36 0.03  -0.12
C -3.40 -1.47 -2.15  -0.12
C -1.79 -1.88 1.77  -0.32
C -2.78 -2.55 2.47  -0.13
C -2.80 -2.60 3.85  -0.11
C -1.73 -2.04 4.55  -0.10
C -0.73 -1.37 3.88  -0.04
C -0.78 -1.16 2.47  -0.29
N 0.13 -0.43 1.77  -0.03
C 1.03 0.44 2.30  -0.32
C 0.86 1.16 3.51  -0.06
C 1.85 2.01 3.98  -0.11
C 3.01 2.24 3.25  -0.11
C 3.15 1.61 2.02  -0.12
C 2.20 0.72 1.54  -0.29
P 2.31 -0.14 -0.06  1.09
C 3.56 -1.48 0.32  -0.53
C 4.97 -1.01 0.65  -0.12
C 2.99 -2.32 1.46  -0.12
C 3.26 1.07 -1.12  -0.54
C 2.43 2.35 -1.26  -0.12
C 3.50 0.41 -2.48  -0.12
H -0.29 -5.48 0.61  0.08
H 0.56 -3.98 0.21  0.06
H -0.40 -4.08 1.69  0.07
H -2.48 -4.30 0.34  0.10
H -0.67 -3.92 -2.10  0.06
H -1.34 -5.48 -1.60  0.08
H -2.42 -4.19 -2.13  0.05
H -4.04 -2.49 -0.36  0.10
H -3.12 0.42 -0.14  0.05
H -4.81 -0.04 -0.40  0.08
H -3.98 -0.48 1.11  0.07
H -2.82 -0.58 -2.41  0.05
H -2.98 -2.32 -2.69  0.05
H -4.43 -1.32 -2.50  0.08
H -3.57 -3.07 1.92  0.10
H -3.60 -3.10 4.38  0.09
H -1.67 -2.15 5.62  0.10
H 0.12 -1.00 4.43  0.10
H -0.06 1.05 4.07  0.10
H 1.70 2.52 4.93  0.10
H 3.77 2.90 3.63  0.09
H 4.04 1.83 1.43  0.10
H 3.60 -2.11 -0.58  0.10
H 4.95 -0.33 1.51  0.07
H 5.60 -1.86 0.91  0.08
H 5.44 -0.49 -0.19  0.06
H 3.06 -1.77 2.40  0.08
H 1.93 -2.54 1.30  0.04
H 3.52 -3.27 1.57  0.08
H 4.23 1.31 -0.67  0.09
H 1.37 2.11 -1.35  0.04
H 2.57 2.99 -0.39  0.06
H 2.73 2.91 -2.15  0.08
H 2.54 0.16 -2.95  0.05
H 4.04 1.08 -3.15  0.08
H 4.08 -0.51 -2.38  0.06
O -0.95 1.91 -0.26  -0.57
S -1.41 2.60 0.99  0.97
C -2.61 3.87 0.39  -0.31
C -1.76 4.99 -0.17  -0.25
C -0.73 5.27 0.92  -0.23
C -0.16 3.91 1.34  -0.28
H -3.19 4.19 1.26  0.09
H -3.26 3.39 -0.34  0.09
H -2.35 5.87 -0.41  0.11
H -1.25 4.64 -1.07  0.11
H -1.22 5.74 1.77  0.11
H 0.07 5.93 0.58  0.11
H 0.10 3.85 2.39  0.08
H 0.70 3.60 0.75  0.08
C -1.24 1.42 -5.63  -0.02
N -0.74 0.64 -4.52  -0.12
C -0.24 -0.64 -4.58  -0.06
C 0.06 -0.99 -3.30  -0.15
N -0.24 0.04 -2.46  0.01
C -0.72 1.00 -3.21  -0.15
H -0.89 0.98 -6.56  0.09
H -0.89 2.45 -5.56  0.09
H -2.33 1.43 -5.64  0.09
H -0.15 -1.16 -5.52  0.12
H 0.47 -1.91 -2.92  0.10
H -1.06 1.96 -2.85  0.13

Its net charge is 0. The HOMO energy comes out at -5.900 eV. The value obtained for the HOMO-LUMO gap is 6.275 eV.

=====

(2)
Formula: C35H31F5N8O5SSe2Tl
Source: OMol25
Level of theory: ωB97M-V/def2-TZVPD

Each line ends with the Löwdin charge.
Cartesian coordinates (Å):
Tl 0.37 0.91 -0.21  0.62
N -2.81 1.77 -2.23  0.15
C -1.93 2.78 -2.40  -0.46
N -2.06 3.54 -3.49  0.18
C -1.22 4.56 -3.54  -0.44
N -1.27 5.36 -4.63  0.15
N -0.34 4.91 -2.59  0.18
C -0.27 4.05 -1.58  -0.33
N -1.00 2.96 -1.45  0.10
C 0.68 4.40 -0.46  -0.30
C 1.41 5.57 -0.50  -0.02
C 2.25 5.86 0.56  -0.06
C 2.31 4.98 1.63  -0.04
C 1.53 3.83 1.59  -0.10
N 0.73 3.55 0.57  0.05
H -3.28 1.46 -3.07  0.10
H -2.58 1.06 -1.55  0.05
H -1.78 5.02 -5.43  0.09
H -0.52 6.01 -4.77  0.09
H 1.34 6.21 -1.37  0.11
H 2.85 6.76 0.56  0.10
H 2.96 5.16 2.48  0.10
H 1.56 3.10 2.39  0.11
O 4.86 -0.84 -4.12  -0.06
C 3.50 -1.27 -4.05  -0.22
C 2.68 -0.63 -2.93  -0.55
C 3.38 -0.93 -1.60  -0.25
O 3.61 -2.33 -1.44  -0.06
C 1.31 -1.32 -3.02  -0.50
Se -0.33 -0.35 -2.52  0.64
C 2.58 0.88 -3.20  -0.53
Se 2.40 2.08 -1.66  0.71
H 5.28 -1.07 -3.29  0.08
H 3.46 -2.36 -3.94  0.12
H 3.06 -1.01 -5.02  0.13
H 2.83 -0.53 -0.75  0.05
H 4.34 -0.42 -1.58  0.12
H 3.00 -2.63 -0.76  0.06
H 1.35 -2.27 -2.49  0.05
H 1.09 -1.54 -4.07  0.05
H 1.74 1.08 -3.86  0.04
H 3.50 1.22 -3.68  0.05
C -3.23 -6.81 -1.16  -0.06
C -2.36 -5.71 -0.61  -0.28
C -1.89 -4.68 -1.43  -0.03
C -1.12 -3.65 -0.92  -0.04
C -0.81 -3.63 0.44  -0.25
C -1.25 -4.65 1.27  -0.06
C -2.02 -5.68 0.74  -0.04
S 0.19 -2.32 1.09  0.61
O 1.25 -2.11 0.13  -0.32
O 0.53 -2.75 2.42  -0.27
N -0.67 -0.98 1.05  -0.16
C -1.73 -0.78 1.93  -0.25
C -2.29 -1.71 2.78  -0.01
C -3.42 -1.42 3.58  -0.07
C -4.00 -0.19 3.57  -0.06
C -3.42 0.82 2.76  -0.16
C -3.91 2.14 2.77  -0.02
C -3.29 3.10 2.04  -0.04
C -2.16 2.74 1.28  -0.13
N -1.69 1.52 1.21  0.08
C -2.30 0.54 1.95  -0.15
H -3.07 -6.94 -2.23  0.07
H -4.29 -6.57 -1.01  0.08
H -3.04 -7.76 -0.66  0.07
H -2.13 -4.69 -2.48  0.11
H -0.78 -2.84 -1.56  0.04
H -0.95 -4.67 2.31  0.11
H -2.35 -6.49 1.39  0.11
H -1.85 -2.69 2.86  0.08
H -3.82 -2.20 4.21  0.10
H -4.86 0.04 4.18  0.10
H -4.78 2.37 3.38  0.11
H -3.63 4.13 2.04  0.10
H -1.64 3.48 0.70  0.08
F 2.02 -2.24 5.89  0.10
C 2.02 -1.48 4.78  -0.16
C 2.98 -1.66 3.80  -0.16
F 3.92 -2.61 3.97  0.11
C 2.97 -0.89 2.66  -0.15
F 3.91 -1.12 1.73  0.12
C 2.01 0.10 2.42  -0.31
O 2.00 0.81 1.32  -0.21
C 1.07 0.25 3.45  -0.15
F 0.11 1.20 3.31  0.09
C 1.06 -0.51 4.59  -0.15
F 0.11 -0.32 5.53  0.10

Its net charge is -1. The HOMO energy comes out at -4.511 eV. The value obtained for the HOMO-LUMO gap is 6.529 eV.

=====

(3)
Formula: C12H36O6
Source: OMol25
Level of theory: ωB97M-V/def2-TZVPD

Each line ends with the Löwdin charge.
Cartesian coordinates (Å):
C 28.01 1.04 7.73  -0.06
C 29.38 0.29 7.57  -0.30
O 30.48 1.00 8.08  -0.09
H 27.26 0.42 8.21  0.07
H 27.65 1.09 6.70  0.06
H 27.99 2.05 8.13  0.04
H 29.62 0.15 6.52  0.10
H 29.43 -0.73 7.95  0.11
H 30.58 1.77 7.51  0.08
C 21.12 3.85 7.94  -0.09
C 22.06 4.99 7.56  -0.33
O 23.39 4.59 7.63  -0.08
H 20.93 3.54 8.97  0.06
H 21.53 2.92 7.53  0.07
H 20.10 3.98 7.57  0.07
H 21.87 5.93 8.07  0.11
H 21.84 5.18 6.50  0.11
H 23.61 4.50 8.57  0.05
C 26.88 7.14 6.31  -0.11
C 25.48 6.76 5.84  -0.31
O 24.58 7.52 6.67  -0.07
H 27.07 7.23 7.38  0.07
H 26.91 8.10 5.82  0.07
H 27.67 6.57 5.81  0.07
H 25.35 5.68 5.92  0.09
H 25.51 6.96 4.77  0.11
H 24.12 6.92 7.26  0.05
C 22.82 4.71 14.91  -0.08
C 23.81 4.79 13.68  -0.33
O 24.01 3.53 13.23  -0.08
H 23.25 4.21 15.78  0.06
H 22.03 4.04 14.57  0.07
H 22.35 5.67 15.15  0.07
H 24.71 5.29 14.05  0.11
H 23.20 5.30 12.93  0.12
H 24.45 2.93 13.84  0.11
C 26.56 4.44 9.03  -0.05
C 25.93 4.84 10.43  -0.26
O 24.58 4.37 10.49  -0.09
H 27.45 5.06 8.93  0.07
H 26.05 4.53 8.07  0.06
H 26.89 3.40 9.14  0.04
H 25.95 5.92 10.54  0.10
H 26.48 4.44 11.28  0.09
H 24.54 3.88 11.32  0.04
C 28.84 1.94 11.78  -0.10
C 29.21 1.35 13.08  -0.29
O 29.94 0.19 12.59  -0.11
H 28.28 2.88 11.75  0.05
H 28.13 1.39 11.17  0.08
H 29.80 2.13 11.30  0.09
H 28.47 1.04 13.82  0.11
H 30.00 1.85 13.63  0.11
H 30.81 0.53 12.40  0.07

Its net charge is 0. As for the SMILES: CCO.CCO.CCO.CCO.CCO.CCO. The HOMO energy comes out at -9.959 eV. The value obtained for the HOMO-LUMO gap is 10.296 eV.

=====

(4)
Formula: C24H28N4O5
Source: OMol25
Level of theory: ωB97M-V/def2-TZVPD

Each line ends with the Löwdin charge.
Cartesian coordinates (Å):
C 6.22 -9.37 -2.48  -0.07
C 4.97 -9.02 -3.29  -0.22
O 4.67 -7.62 -3.16  -0.01
C 3.99 -7.24 -2.03  -0.40
O 3.52 -8.00 -1.19  0.10
C 3.83 -5.80 -1.84  -0.15
C 3.30 -5.14 -0.75  0.07
C 3.39 -3.71 -1.01  -0.16
C 3.02 -2.60 -0.26  0.04
C 3.23 -1.30 -0.78  -0.14
C 2.86 -0.11 0.00  -0.51
N 2.74 -0.12 1.36  0.15
O 2.70 0.98 -0.52  0.03
C 3.80 -1.17 -2.06  0.00
C 4.17 -2.29 -2.81  0.00
C 3.96 -3.56 -2.27  -0.20
N 4.22 -4.83 -2.76  0.13
H 7.07 -8.76 -2.80  0.08
H 6.05 -9.19 -1.41  0.08
H 6.48 -10.42 -2.61  0.08
H 4.13 -9.65 -2.98  0.12
H 5.17 -9.24 -4.34  0.12
H 2.91 -5.62 0.14  0.13
H 2.57 -2.74 0.72  0.12
H 2.72 0.80 1.79  0.11
H 3.16 -0.90 1.86  0.09
H 3.96 -0.17 -2.48  0.12
H 4.61 -2.18 -3.79  0.11
H 4.65 -5.03 -3.67  0.17
C -5.02 7.72 0.70  -0.05
N -4.19 6.77 1.46  0.02
C -4.19 5.45 1.25  -0.46
O -4.91 4.93 0.40  0.07
C -3.32 4.60 2.21  -0.19
C -3.46 3.07 2.08  -0.10
C -2.87 2.48 0.81  -0.22
C -3.69 2.18 -0.29  -0.04
C -3.14 1.65 -1.47  -0.07
C -1.75 1.41 -1.55  -0.09
C -0.93 1.70 -0.45  -0.07
C -1.48 2.23 0.73  -0.04
N -3.43 5.02 3.61  0.09
C -4.51 5.15 4.38  -0.55
C -5.89 4.77 3.88  0.03
O -4.39 5.59 5.51  0.03
H -4.97 8.71 1.16  0.08
H -6.06 7.38 0.69  0.09
H -4.66 7.78 -0.33  0.09
H -3.63 7.13 2.21  0.14
H -2.29 4.82 1.91  0.15
H -2.96 2.60 2.92  0.12
H -4.51 2.79 2.13  0.11
H -4.75 2.37 -0.24  0.10
H -3.77 1.43 -2.32  0.10
H -1.32 1.00 -2.45  0.09
H 0.14 1.52 -0.51  0.08
H -0.84 2.45 1.57  0.10
H -2.57 5.26 4.09  0.15
H -5.91 3.73 3.59  0.08
H -6.18 5.41 3.04  0.08
H -6.61 4.92 4.69  0.09

Its net charge is 0. As for the SMILES: CCOC(=O)c1cc2cc(C(N)=O)ccc2[nH]1.CNC(=O)[C@H](Cc1ccccc1)NC(C)=O. The HOMO energy comes out at -8.594 eV. The value obtained for the HOMO-LUMO gap is 8.619 eV.

=====

Copy entry 3 word for word.
Formula: C12H36O6
Source: OMol25
Level of theory: ωB97M-V/def2-TZVPD

Each line ends with the Löwdin charge.
Cartesian coordinates (Å):
C 28.01 1.04 7.73  -0.06
C 29.38 0.29 7.57  -0.30
O 30.48 1.00 8.08  -0.09
H 27.26 0.42 8.21  0.07
H 27.65 1.09 6.70  0.06
H 27.99 2.05 8.13  0.04
H 29.62 0.15 6.52  0.10
H 29.43 -0.73 7.95  0.11
H 30.58 1.77 7.51  0.08
C 21.12 3.85 7.94  -0.09
C 22.06 4.99 7.56  -0.33
O 23.39 4.59 7.63  -0.08
H 20.93 3.54 8.97  0.06
H 21.53 2.92 7.53  0.07
H 20.10 3.98 7.57  0.07
H 21.87 5.93 8.07  0.11
H 21.84 5.18 6.50  0.11
H 23.61 4.50 8.57  0.05
C 26.88 7.14 6.31  -0.11
C 25.48 6.76 5.84  -0.31
O 24.58 7.52 6.67  -0.07
H 27.07 7.23 7.38  0.07
H 26.91 8.10 5.82  0.07
H 27.67 6.57 5.81  0.07
H 25.35 5.68 5.92  0.09
H 25.51 6.96 4.77  0.11
H 24.12 6.92 7.26  0.05
C 22.82 4.71 14.91  -0.08
C 23.81 4.79 13.68  -0.33
O 24.01 3.53 13.23  -0.08
H 23.25 4.21 15.78  0.06
H 22.03 4.04 14.57  0.07
H 22.35 5.67 15.15  0.07
H 24.71 5.29 14.05  0.11
H 23.20 5.30 12.93  0.12
H 24.45 2.93 13.84  0.11
C 26.56 4.44 9.03  -0.05
C 25.93 4.84 10.43  -0.26
O 24.58 4.37 10.49  -0.09
H 27.45 5.06 8.93  0.07
H 26.05 4.53 8.07  0.06
H 26.89 3.40 9.14  0.04
H 25.95 5.92 10.54  0.10
H 26.48 4.44 11.28  0.09
H 24.54 3.88 11.32  0.04
C 28.84 1.94 11.78  -0.10
C 29.21 1.35 13.08  -0.29
O 29.94 0.19 12.59  -0.11
H 28.28 2.88 11.75  0.05
H 28.13 1.39 11.17  0.08
H 29.80 2.13 11.30  0.09
H 28.47 1.04 13.82  0.11
H 30.00 1.85 13.63  0.11
H 30.81 0.53 12.40  0.07

Its net charge is 0. As for the SMILES: CCO.CCO.CCO.CCO.CCO.CCO. The HOMO energy comes out at -9.959 eV. The value obtained for the HOMO-LUMO gap is 10.296 eV.

=====

Q: The lowest HOMO belongs to which entry?
A: C12H36O6

=====

Q: Look up the HOMO of the third one.
A: -9.959 eV